ORCA calculation (the ωB97M-V functional and the def2-TZVPD basis) on a structure of composition C16H25BClN9O2Os.

Element x y z (Å)
Os1 -0.4663 -0.4695 -0.5251
C1 0.0406 2.9324 -3.3647
C2 0.5199 1.7708 -2.7749
N1 -0.3666 1.3176 -1.8809
N2 -1.4269 2.1608 -1.8986
C3 -1.2018 3.1343 -2.7902
B1 -2.6500 1.8728 -1.0191
N3 -3.1680 0.4493 -1.3645
C4 -4.3421 0.0526 -1.8410
C5 -4.3249 -1.3324 -2.0163
C6 -3.0720 -1.7278 -1.6188
N4 -2.3628 -0.6388 -1.2202
N5 -2.1691 1.8190 0.4539
C7 -2.5333 2.5525 1.5042
C8 -1.7839 2.1679 2.6079
C9 -0.9615 1.1621 2.1409
N6 -1.1924 0.9570 0.8301
H1 0.5191 3.5338 -4.1169
H2 1.4350 1.2350 -2.9637
H3 -1.9367 3.9045 -2.9584
H4 -3.5082 2.6830 -1.1576
H5 -5.1227 0.7710 -2.0337
H6 -5.1209 -1.9530 -2.3877
H7 -2.6212 -2.7060 -1.6000
H8 -3.2940 3.3092 1.4028
H9 -1.8378 2.5652 3.6059
H10 -0.2273 0.5783 2.6662
C10 1.5828 -1.0069 3.8000
N7 1.4224 -1.2545 2.3657
C11 0.5536 -2.3792 2.0282
C12 1.9722 -0.4721 1.4307
N8 1.3959 -0.3727 0.2018
N9 3.0828 0.2241 1.6756
C13 4.1450 -0.2554 2.5672
C14 3.4372 1.3906 0.8641
H11 0.6023 -1.0998 4.2693
H12 1.9609 -0.0036 3.9731
H13 2.2497 -1.7324 4.2647
H14 0.7568 -3.1914 2.7248
H15 0.7475 -2.7338 1.0211
H16 -0.5029 -2.1080 2.1315
H17 2.0640 -0.1068 -0.5147
H18 3.9842 -1.2981 2.8221
H19 4.2100 0.3442 3.4742
H20 5.0896 -0.1775 2.0304
H21 4.0769 1.1098 0.0239
H22 3.9876 2.0876 1.4925
H23 2.5414 1.8901 0.5021
Cl1 -0.7950 -3.9990 -3.7343
C15 0.7614 -3.5086 -3.0303
C16 0.5229 -2.2805 -2.2052
O1 0.9855 -1.1710 -2.4679
O2 -0.2491 -2.3902 -1.1505
H24 1.4594 -3.2837 -3.8297
H25 1.1306 -4.3225 -2.4100

Summary:
HOMO (alpha / beta) = -15.3 / -15.2 eV
Energy relative to the best compared isomer or geometry (same formula, charge and spin) = 0.1276 eV
Gap between HOMO and LUMO (alpha / beta) = 9.9 / 6.5 eV
Multiplicity = 5
Charge = +2


ORCA calculation (the ωB97M-V functional and the def2-TZVPD basis) on a structure of composition C16H25BaN9O3P.

Element x y z (Å)
Ba1 0.2657 0.0496 -0.2483
C1 -2.9491 2.6319 4.4280
N1 -2.6161 2.3689 3.0311
C2 -3.1873 3.0036 1.9660
C3 -2.6128 2.4699 0.8477
N2 -1.6952 1.5319 1.2154
C4 -1.7067 1.4823 2.5358
P1 -0.7255 0.4170 3.6713
C5 -0.9602 -1.2670 2.9695
N3 -0.7781 -1.6875 1.7311
C6 -1.0633 -3.0204 1.7160
C7 -1.4194 -3.4165 2.9740
N4 -1.3613 -2.3024 3.7606
C8 -1.6689 -2.2761 5.1873
C9 1.0207 0.8064 3.2461
N5 1.6445 0.7300 2.0825
C10 2.9399 1.0961 2.3057
C11 3.1018 1.4046 3.6252
N6 1.8860 1.2152 4.2163
C12 1.6114 1.4243 5.6353
H1 -3.7097 3.4068 4.4466
H2 -2.0735 2.9811 4.9704
H3 -3.3404 1.7355 4.9030
H4 -3.9410 3.7604 2.0967
H5 -2.8024 2.7172 -0.1833
H6 -0.9793 -3.6196 0.8250
H7 -1.7060 -4.3753 3.3695
H8 -1.9629 -3.2790 5.4819
H9 -2.4884 -1.5901 5.3882
H10 -0.7936 -1.9794 5.7605
H11 3.6784 1.1171 1.5224
H12 3.9601 1.7307 4.1861
H13 2.5332 1.7532 6.1057
H14 1.2833 0.4981 6.1009
H15 0.8510 2.1901 5.7680
N7 -1.5210 -1.1091 -2.5504
C13 -0.5046 -1.5902 -3.5233
C14 0.7238 -2.1712 -2.8045
O1 1.1691 -3.2437 -3.1520
O2 1.1624 -1.4161 -1.8431
H16 -1.7971 -1.9052 -1.9797
H17 -2.3722 -0.8781 -3.0556
H18 -0.1781 -0.7376 -4.1232
H19 -0.8967 -2.3577 -4.1908
C15 0.0580 4.1261 -4.7811
N8 0.5221 3.5227 -3.5473
C16 -0.1055 2.5404 -2.8802
N9 -1.2850 2.0823 -3.3868
O3 0.3445 2.0738 -1.8204
H20 0.7362 4.9313 -5.0479
H21 -0.9391 4.5542 -4.6668
H22 0.0557 3.4082 -5.6041
H23 1.3748 3.8389 -3.1193
H24 -1.5350 2.2762 -4.3416
H25 -1.5772 1.1880 -3.0191

Summary:
HOMO = -10.7 eV
Gap between HOMO and LUMO = 8.6 eV
Multiplicity = 1
Charge = +1


ORCA calculation (the ωB97M-V functional and the def2-TZVPD basis) on a structure of composition C16H25BeCl3F12LiMgN2O8S.

Element x y z (Å)
O1 1.1467 2.3503 -3.8651
S1 2.1881 1.3960 -4.1817
O2 1.8237 0.0437 -4.3004
F1 2.8922 1.8621 -5.4387
N1 3.4205 1.6382 -3.0609
F2 4.2088 0.5164 -3.2192
C1 2.9275 1.7227 -1.6563
F3 1.7386 1.1206 -1.5343
F4 3.8102 1.0798 -0.9106
C2 2.8359 3.2108 -1.1112
F5 3.3757 3.2303 0.1241
F6 1.5293 3.5293 -0.9470
C3 3.5174 4.2655 -2.0043
F7 4.7953 3.9074 -2.1120
F8 2.8827 4.2897 -3.1773
C4 3.4997 5.7255 -1.4522
F9 4.0975 5.8092 -0.2259
F10 4.1335 6.3976 -2.2926
F11 2.2294 6.1715 -1.2998
C5 1.0943 -1.6655 -0.9740
C6 0.2840 -2.9144 -0.6887
N2 -0.8301 -2.5996 0.1990
C7 -1.5109 -3.7527 0.7609
C8 -2.2351 -4.6902 -0.2039
C9 -1.6479 -1.5054 -0.2432
C10 -2.2408 -1.6997 -1.6478
H1 1.4229 -1.1817 -0.0539
H2 1.9792 -1.8982 -1.5680
H3 0.4886 -0.9630 -1.5457
H4 0.9133 -3.6719 -0.2176
H5 -0.0617 -3.3437 -1.6368
H6 -2.2109 -3.4032 1.5219
H7 -0.7625 -4.3372 1.3090
H8 -3.1576 -4.2521 -0.5847
H9 -2.5136 -5.6108 0.3354
H10 -1.6077 -4.9848 -1.0455
H11 -1.0569 -0.5875 -0.2432
H12 -2.4781 -1.2927 0.5636
H13 -1.4606 -2.0443 -2.3315
H14 -2.6245 -0.7615 -2.0350
H15 -3.0559 -2.4146 -1.6551
Li1 2.4123 5.8429 1.0528
C11 4.5433 9.4259 -2.9253
Cl1 3.3714 10.5442 -3.6188
Cl2 4.3139 9.2559 -1.1593
H16 4.4287 8.4504 -3.3876
H17 5.5416 9.8093 -3.0895
C12 -3.4379 -5.4184 -3.2062
O3 -4.6311 -5.3160 -2.9715
O4 -2.7633 -6.4687 -3.1014
O5 -2.6850 -4.4886 -3.5810
Mg1 -0.8689 2.0386 -4.1779
F12 5.1502 5.7208 -4.1965
Cl3 -4.0119 -0.3622 -0.0821
C13 -3.9562 -1.9966 3.7182
C14 -2.7946 -1.1643 4.2127
O6 -2.8419 -0.9444 5.6289
C15 -2.4725 -1.9876 6.3738
O7 -2.0895 -3.0506 5.9584
O8 -2.5950 -1.6478 7.6520
C16 -2.3020 -2.7009 8.5784
H18 -4.9047 -1.5484 4.0140
H19 -3.9282 -2.0651 2.6297
H20 -3.9266 -3.0045 4.1300
H21 -2.8316 -0.1703 3.7697
H22 -1.8374 -1.6145 3.9441
H23 -1.3181 -3.1221 8.3874
H24 -3.0595 -3.4795 8.5142
H25 -2.3253 -2.2470 9.5637
Be1 -1.9602 -6.9827 2.0197

Summary:
HOMO = -9.2 eV
Gap between HOMO and LUMO = 1.6 eV
Multiplicity = 1
Charge = +1


ORCA calculation (the ωB97M-V functional and the def2-TZVPD basis) on a cluster of 2 separate species, C16H25BrN6O2S2 in total.

Element x y z (Å)
H1 4.8125 -0.8785 0.1891
N1 5.4118 -1.6230 0.5316
C1 4.8542 -2.5846 1.1706
N2 5.7179 -3.5073 1.6342
S1 3.1516 -2.7158 1.5156
C2 2.4044 -1.4145 0.4597
C3 0.9265 -1.5211 0.6860
C4 0.3858 -1.0863 1.9014
C5 -0.9731 -1.2447 2.1713
Br1 -1.6836 -0.6481 3.8395
C6 -1.7996 -1.8469 1.2187
C7 -1.2738 -2.2916 -0.0030
C8 -2.1669 -2.9296 -1.0290
S2 -3.0939 -1.6039 -1.8947
C9 -3.8935 -2.6198 -3.0638
N3 -4.8772 -3.4726 -2.6866
N4 -3.5855 -2.6237 -4.3068
H2 -4.0745 -3.2701 -4.9148
C10 0.0916 -2.1212 -0.2644
H3 6.6786 -3.1833 1.6066
H4 5.4035 -4.0246 2.4463
H5 2.7645 -0.4212 0.7494
H6 2.6574 -1.5803 -0.5924
H7 1.0299 -0.6373 2.6522
H8 -2.8571 -1.9653 1.4332
H9 -1.5753 -3.4997 -1.7529
H10 -2.8601 -3.6254 -0.5464
H11 -5.5375 -3.7020 -3.4192
H12 -5.2635 -3.2711 -1.7700
H13 0.5083 -2.4699 -1.2051
C11 0.8566 4.0007 2.8825
N5 0.1339 3.2836 1.8338
C12 0.7156 2.5158 0.9023
O1 1.9331 2.3506 0.8609
C13 -0.2089 1.8488 -0.1439
C14 0.4887 1.3792 -1.4307
N6 -1.4378 2.5903 -0.4636
C15 -1.5978 3.8434 -0.8941
C16 -0.4144 4.7204 -1.2607
O2 -2.7252 4.2992 -0.9883
H14 1.6173 4.6429 2.4337
H15 1.3508 3.2856 3.5429
H16 0.1674 4.6143 3.4651
H17 -0.8704 3.3751 1.7992
H18 -0.5541 0.9409 0.3473
H19 1.2839 0.6779 -1.1829
H20 0.9314 2.2208 -1.9605
H21 -0.2313 0.8766 -2.0791
H22 -2.3050 2.0888 -0.3493
H23 0.2698 4.8200 -0.4235
H24 0.1005 4.3001 -2.1205
H25 -0.7874 5.7084 -1.5271

Summary:
HOMO = -9.0 eV
SMILES string = [H]/N=C(/N)SCc1cc(Br)cc(CS/C(N)=N/[H])c1.CNC(=O)[C@H](C)NC(C)=O
Gap between HOMO and LUMO = 9.2 eV
Multiplicity = 1
Charge = 0


ORCA calculation (the ωB97M-V functional and the def2-TZVPD basis) on a cluster of 9 separate species, C16H25Cl24N2O2 in total.

Element x y z (Å)
C1 1.3980 -3.0584 -0.8515
C2 2.0275 -1.7495 -1.1991
O1 2.8600 -1.7033 -1.9958
O2 1.6510 -0.6188 -0.5173
C3 1.1731 0.4619 -1.3126
C4 -0.3078 0.7324 -1.1002
N1 -1.1399 -0.4999 -1.1287
C5 -1.8098 -0.7559 -2.4582
C6 -2.2917 -2.2128 -2.4210
N2 -3.1372 -2.5248 -1.2881
C7 -2.6908 -1.9748 -0.0290
C8 -2.2619 -0.5052 -0.1372
H1 1.9739 -3.5146 -0.0555
H2 1.4397 -3.6911 -1.7137
H3 0.3626 -2.9968 -0.5279
H4 1.6914 1.3499 -0.9994
H5 1.4100 0.3474 -2.3614
H6 -0.4507 1.2363 -0.1585
H7 -0.6481 1.3847 -1.8925
H8 -0.6109 -1.3526 -0.9274
H9 -2.6088 -0.0510 -2.5983
H10 -1.0574 -0.6378 -3.2285
H11 -2.8607 -2.3850 -3.3258
H12 -1.4039 -2.8401 -2.4197
H13 -4.1143 -2.3402 -1.4699
H14 -3.4326 -2.0676 0.7450
H15 -1.8332 -2.5507 0.3261
H16 -3.1141 0.0150 -0.5370
H17 -1.9691 -0.0735 0.8061
C9 1.6143 4.5689 -1.0873
Cl1 1.0067 3.6047 0.2691
Cl2 0.8674 4.0413 -2.6068
Cl3 1.3252 6.2770 -0.8072
H18 2.6864 4.4114 -1.1564
C10 4.5936 5.4012 1.5877
Cl4 3.1812 5.3396 2.6397
Cl5 4.4184 4.2102 0.2856
Cl6 4.8206 7.0166 0.9296
H19 5.4704 5.1418 2.1662
C11 5.6325 -3.3111 -2.3151
Cl7 7.0107 -3.6577 -3.3547
Cl8 4.7379 -4.7928 -1.9470
Cl9 6.1487 -2.5147 -0.8275
H20 4.9660 -2.6410 -2.8428
C12 2.1523 3.4572 5.8432
Cl10 1.6392 3.4115 7.5304
Cl11 2.7021 1.8665 5.3183
Cl12 0.8465 4.0382 4.8034
H21 2.9815 4.1478 5.7587
C13 -3.2132 2.8151 2.2026
Cl13 -2.9845 3.0563 0.4640
Cl14 -3.7925 1.1779 2.5356
Cl15 -1.7206 3.1401 3.0778
H22 -3.9677 3.5122 2.5436
C14 -1.2509 5.8104 8.2147
Cl16 -0.9598 7.5479 8.2925
Cl17 -1.9014 5.2132 9.7405
Cl18 -2.3338 5.4175 6.8757
H23 -0.3053 5.3175 8.0347
C15 -5.0662 -4.6811 -4.0171
Cl19 -3.4775 -5.3699 -3.6948
Cl20 -5.9961 -4.5028 -2.5284
Cl21 -4.8794 -3.1175 -4.8264
H24 -5.6057 -5.3481 -4.6768
C16 0.1279 -7.1948 -3.4731
Cl22 -0.5570 -7.1461 -5.0955
Cl23 1.5076 -6.1027 -3.3593
Cl24 -1.0814 -6.7467 -2.2635
H25 0.4570 -8.2058 -3.2713

Summary:
HOMO = -12.4 eV
Energy relative to the best compared isomer or geometry (same formula, charge and spin) = 0.0000 eV
Gap between HOMO and LUMO = 10.2 eV
Multiplicity = 1
Charge = +1


ORCA calculation (the ωB97M-V functional and the def2-TZVPD basis) on a structure of composition C16H25ClCoN2S4.

Element x y z (Å)
Co1 0.0189 0.3267 -0.0049
C1 -1.5927 1.1865 2.6249
C2 -2.3923 1.7282 1.4406
S1 -2.3560 0.6410 -0.0449
C3 -2.3744 1.8341 -1.4501
C4 -1.4425 1.4921 -2.6246
S2 0.0212 0.4027 -2.3278
C5 1.6221 1.2674 -2.6184
C6 2.4313 1.7824 -1.4278
S3 2.3889 0.6753 0.0422
C7 2.3877 1.8511 1.4613
C8 1.4605 1.4807 2.6317
S4 0.0247 0.3587 2.3215
H1 -2.1495 0.3874 3.1133
H2 -1.4415 1.9771 3.3598
H3 -2.0445 2.7090 1.1407
H4 -3.4354 1.8046 1.7466
H5 -2.1516 2.8072 -1.0305
H6 -3.3967 1.8477 -1.8239
H7 -1.1011 2.4050 -3.1103
H8 -1.9926 0.9083 -3.3600
H9 1.4513 2.0761 -3.3288
H10 2.1859 0.4916 -3.1354
H11 2.1013 2.7626 -1.1097
H12 3.4742 1.8505 -1.7359
H13 2.1511 2.8263 1.0541
H14 3.4093 1.8780 1.8362
H15 1.0960 2.3827 3.1205
H16 2.0240 0.9056 3.3636
C9 -1.3440 5.7903 0.7116
C10 -0.0838 5.2891 -0.0181
C11 -0.0192 3.8428 -0.0158
N1 0.0030 2.6935 0.0111
H17 -1.3651 6.8771 0.6785
H18 -1.3374 5.4847 1.7571
H19 -2.2530 5.4244 0.2353
H20 0.8140 5.6796 0.4660
H21 -0.0737 5.6400 -1.0521
Cl1 -2.3487 -4.6469 -1.4279
C12 -1.0434 -3.8643 -0.6439
C13 -0.0304 -4.5881 -0.0307
C14 0.9942 -3.8902 0.5839
C15 0.9753 -2.5067 0.5695
N2 -0.0015 -1.8123 -0.0209
C16 -0.9895 -2.4785 -0.6177
H22 -0.0479 -5.6695 -0.0383
H23 1.8044 -4.4142 1.0710
H24 1.7673 -1.9437 1.0448
H25 -1.7739 -1.9081 -1.0974

Summary:
HOMO (alpha / beta) = -14.7 / -14.7 eV
Energy relative to the best compared isomer or geometry (same formula, charge and spin) = 0.6412 eV
Gap between HOMO and LUMO (alpha / beta) = 7.8 / 8.8 eV
Multiplicity = 2
Charge = +2


ORCA calculation (the ωB97M-V functional and the def2-TZVPD basis) on a structure of composition C16H25ClNO4P2S2Sm.

Element x y z (Å)
C1 -5.3377 -1.9720 -0.8177
C2 -3.9171 -1.8034 -0.4684
H1 -5.7850 -2.1957 0.1435
H2 -5.4535 -2.7778 -1.5612
H3 -5.7340 -1.0343 -1.2413
O1 -3.4091 -1.6778 0.6358
Cl1 -2.9015 -1.6532 -1.9128
Sm1 -0.0857 -0.0245 -0.7262
P1 0.0804 -2.9457 -0.2244
C3 0.7207 -3.8051 1.2474
C4 -1.0258 -4.2476 -0.9007
H4 -0.4534 -5.1696 -1.0774
H5 1.7083 -4.2156 -1.5130
H6 -1.4781 -3.9143 -1.8426
H7 1.2904 -2.6785 -2.3505
H8 -0.0804 -3.8581 1.9949
H9 -1.8302 -4.4403 -0.1783
C5 1.5212 -3.1395 -1.3755
H10 1.0399 -4.8231 0.9861
H11 2.4020 -2.6436 -0.9409
H12 1.5656 -3.2415 1.6600
P2 -2.2259 1.9194 0.0564
C6 -2.3267 2.8421 1.6207
C7 -1.6015 3.2051 -1.0898
H13 -4.0736 1.3623 -1.4206
H14 -4.3911 2.8621 -0.4991
H15 -4.5625 1.2622 0.2877
C8 -3.9823 1.8438 -0.4391
H16 -1.5871 2.8215 -2.1143
H17 -2.2614 4.0729 -1.0331
H18 -2.8142 3.8121 1.4633
H19 -1.3153 3.0004 2.0123
H20 -0.5795 3.4898 -0.8247
H21 -2.8909 2.2643 2.3624
C9 -0.8435 0.0289 1.7254
O2 -1.2343 0.0325 2.8110
O3 3.3391 -1.3334 1.4630
S1 2.8360 0.0261 1.4891
O4 2.0052 0.4907 2.5827
N1 1.8803 0.2301 0.0805
C10 2.4033 1.0741 -0.8664
S2 1.5534 1.3844 -2.2989
C11 3.6046 1.7023 -0.3965
C12 4.3200 2.7566 -0.9861
C13 5.4035 3.3109 -0.3091
C14 5.7409 2.8315 0.9690
C15 5.0163 1.8011 1.5823
C16 3.9540 1.2458 0.8786
H22 3.9912 3.1124 -1.9584
H23 5.9859 4.1149 -0.7659
H24 6.5768 3.2763 1.5031
H25 5.2426 1.4178 2.5779

Summary:
HOMO (alpha / beta) = -15.4 / -15.4 eV
Energy relative to the best compared isomer or geometry (same formula, charge and spin) = 0.0000 eV
Gap between HOMO and LUMO (alpha / beta) = 7.9 / 8.4 eV
Multiplicity = 6
Charge = +2


ORCA calculation (the ωB97M-V functional and the def2-TZVPD basis) on a cluster of 4 separate species, C16H25F10NO6P in total.

Element x y z (Å)
C1 -0.2243 -5.3731 1.2705
C2 -0.1068 -3.8948 0.8861
C3 1.2309 -3.2684 1.2774
F1 0.9985 -2.4822 2.4646
C4 1.8212 -2.3715 0.2298
P1 2.3375 -3.2266 -1.1666
N1 2.7910 -4.7620 -1.1184
H1 -1.2509 -5.7306 1.1828
H2 0.4338 -5.9643 0.6342
H3 0.1024 -5.5111 2.3030
H4 -0.8807 -3.3273 1.4028
H5 -0.2324 -3.7934 -0.1908
H6 1.9105 -4.0661 1.6024
H7 2.7120 -1.8765 0.6311
H8 3.3123 -2.3763 -1.7367
H9 1.2930 -3.1212 -2.1159
H10 3.7475 -4.8935 -1.4209
C5 0.9063 -0.7527 5.0897
C6 1.9446 0.0376 5.8493
O1 2.5202 1.0780 5.0208
C7 1.8270 2.1908 4.9160
O2 0.7883 2.4689 5.4407
C8 2.5901 3.1889 4.0149
F2 3.0658 2.6087 2.9201
F3 3.6220 3.7065 4.6998
F4 1.7936 4.1886 3.6551
H11 1.3229 -1.1730 4.1766
H12 0.5412 -1.5722 5.7082
H13 0.0589 -0.1228 4.8194
H14 2.7906 -0.5862 6.1278
H15 1.5377 0.4954 6.7505
C9 -0.1332 1.3600 1.3515
C10 -0.5436 1.7249 -0.0576
O3 -1.1335 0.5872 -0.7173
C11 -2.4113 0.3557 -0.5223
O4 -3.2159 1.0315 0.0534
C12 -2.7512 -0.9991 -1.1835
F5 -1.8210 -1.8793 -0.8831
F6 -2.7947 -0.8391 -2.5203
F7 -3.9385 -1.4440 -0.7849
H16 0.5304 0.4943 1.3340
H17 0.3895 2.1988 1.8125
H18 -1.0024 1.1171 1.9626
H19 0.3222 1.9714 -0.6666
H20 -1.2419 2.5608 -0.0836
C13 -3.3481 1.8434 -4.5060
C14 -2.1003 1.6161 -5.3259
O5 -1.6771 2.8361 -5.9829
C15 -0.9915 3.6887 -5.2448
O6 -0.6759 3.5830 -4.0983
C16 -0.5869 4.9037 -6.1111
F8 -1.6080 5.3382 -6.8529
F9 0.4090 4.5597 -6.9350
F10 -0.1716 5.9016 -5.3451
H21 -4.1458 2.2629 -5.1199
H22 -3.6886 0.9000 -4.0836
H23 -3.1510 2.5314 -3.6845
H24 -2.2786 0.9174 -6.1391
H25 -1.2837 1.2350 -4.7151

Summary:
HOMO = -3.1 eV
Gap between HOMO and LUMO = 5.4 eV
Multiplicity = 1
Charge = -1